1.
{"formula": "C6H37NO13", "method": "ωB97M-V with the def2-TZVPD basis set", "elements": ["C", "O", "C", "C", "C", "C", "C", "N", "H", "H", "H", "H", "H", "H", "H", "H", "H", "H", "H", "H", "H", "H", "H", "O", "H", "H", "O", "H", "H", "O", "H", "H", "O", "H", "H", "O", "H", "H", "O", "H", "H", "O", "H", "H", "O", "H", "H", "O", "H", "H", "O", "H", "H", "O", "H", "H", "O"], "coordinates": [[3.164846, 1.996539, 0.258973], [3.110075, 2.215151, 1.635845], [1.738259, 1.980560, -0.353502], [1.076929, 0.619667, -0.031665], [-0.213680, 0.890100, 0.740853], [-0.326939, 0.962634, 2.066488], [-1.663379, 0.801846, 2.735761], [1.683960, 2.228992, -1.799182], [3.660969, 2.813541, -0.269842], [3.689421, 1.079407, -0.043656], [2.503769, 1.613927, 2.026661], [1.167840, 2.770399, 0.118635], [1.622036, 0.022001, 0.687768], [0.831656, -0.055327, -0.854940], [-1.107328, 1.136038, 0.159768], [0.540197, 1.071211, 2.702032], [-1.865899, 1.261264, 3.711323], [-2.425046, 1.304953, 2.136818], [-1.925374, -0.244955, 2.879714], [2.429272, 1.804382, -2.339577], [1.745651, 3.220243, -1.987207], [-1.658069, 3.552729, 1.279595], [-0.848060, 3.654848, 2.486274], [-0.888396, 4.043020, 1.601950], [-4.121311, 1.242149, -0.344593], [-4.102002, -0.329477, -0.007733], [-3.745770, 0.534690, 0.180156], [-1.754826, -4.011032, -1.599769], [-0.870636, -3.333617, -0.706858], [-0.915366, -4.188883, -1.160220], [2.569607, -1.441009, 2.295174], [1.044908, -1.593814, 2.456409], [1.778108, -0.999575, 2.640661], [1.587153, -3.004247, -1.736027], [0.893282, -4.205425, -1.166458], [1.778844, -3.811750, -1.247337], [-2.784591, -2.720082, 1.338324], [-2.057008, -2.677571, 2.621493], [-2.940663, -2.814075, 2.271248], [-0.568692, 0.790799, -2.091408], [-0.441253, 0.637684, -3.517519], [-0.941324, 0.226811, -2.792880], [-3.583782, -1.844567, -2.128507], [-2.151279, -1.260932, -2.377077], [-2.666117, -1.911451, -1.873665], [-0.815107, 4.415205, -0.638311], [-0.209888, 3.301499, -1.370565], [-0.994897, 3.864732, -1.415206], [4.181872, -1.436607, 0.373140], [3.486051, -2.863255, 0.375422], [3.914611, -2.185581, 0.907046], [-1.732509, -1.058074, 0.213245], [-0.297259, -1.381781, 0.596584], [-1.166409, -1.781148, 0.493016], [0.386778, -0.928839, -3.305993], [0.337324, -2.230240, -3.746231], [0.859440, -1.743706, -3.084446]], "atomic_forces_ev_per_a": [[-1.022, 0.420, -1.349], [1.273, 1.002, -0.393], [0.998, -1.439, -0.579], [-1.408, 0.843, 1.501], [-0.074, 0.423, -0.239], [-0.268, -0.071, 0.180], [-0.794, 1.260, 0.256], [-0.286, 0.285, -0.218], [0.377, 0.225, 0.640], [0.005, -0.095, 0.253], [-0.790, -1.053, 0.573], [-0.053, 0.177, 0.260], [0.771, 0.021, -0.106], [0.394, 0.394, -0.394], [-0.136, -0.628, 0.015], [0.202, -0.643, 0.047], [0.926, 0.041, 0.113], [-0.199, -0.612, -0.366], [-0.050, -0.088, -0.328], [0.025, -0.291, 0.229], [0.152, 0.170, -0.046], [0.092, 0.187, -0.434], [0.509, 0.306, 0.067], [-0.605, -0.355, 0.285], [-0.381, -0.406, -0.362], [-0.537, 0.011, -0.441], [0.935, 0.372, 0.723], [-0.045, -0.465, -0.405], [0.296, 0.114, 0.471], [-0.596, 0.409, 0.064], [0.028, -0.216, -0.100], [0.059, -0.111, 0.089], [0.224, 0.028, 0.107], [0.060, 0.099, -0.207], [0.252, -0.122, -0.107], [0.151, 0.079, 0.358], [0.118, -0.071, -0.569], [0.017, -0.040, 0.098], [-0.395, -0.120, 0.727], [-0.373, -0.301, 0.326], [-0.619, 0.005, -0.324], [0.603, 1.166, -0.242], [-0.210, 0.184, -0.367], [-0.244, 0.037, 0.063], [0.199, -0.211, 0.189], [-0.407, 0.198, -0.065], [-0.226, -0.289, -0.482], [0.523, 0.042, 0.523], [-0.097, -0.214, -0.429], [-0.117, 0.114, -0.544], [-0.007, 0.056, 0.940], [-0.156, 0.261, -0.154], [-0.032, 0.089, 0.076], [0.517, -0.522, -0.108], [0.488, 0.465, 1.197], [0.672, -1.102, 0.420], [-0.738, -0.020, -1.431]], "fmax_ha_per_bohr": 0.04324, "lumo_energy_ev": -0.19, "relative_energy_kcal_mol": 88.8}

2.
{"formula": "C6H38N2O11", "method": "ωB97M-V with the def2-TZVPD basis set", "elements": ["C", "C", "C", "C", "N", "C", "C", "N", "H", "H", "H", "H", "H", "H", "H", "H", "H", "H", "H", "H", "H", "H", "H", "H", "O", "H", "H", "O", "H", "H", "O", "H", "H", "O", "H", "H", "O", "H", "H", "O", "H", "H", "O", "H", "H", "O", "H", "H", "O", "H", "H", "O", "H", "H", "O", "H", "H"], "coordinates": [[0.399356, 3.919597, -1.687350], [-0.791689, 3.065877, -1.112363], [-0.432100, 1.524701, -1.293054], [0.329493, 0.891546, -0.117615], [-0.008034, -0.609324, -0.087437], [0.722336, -1.380019, 0.909132], [0.079719, -2.691655, 1.403082], [-1.002675, -2.589486, 2.312058], [1.057508, 3.389786, -2.450222], [-0.068726, 4.768000, -2.235757], [0.995764, 4.382780, -0.847219], [-1.701293, 3.222086, -1.575443], [-0.754162, 3.042883, 0.025552], [0.299919, 1.296418, -2.259794], [-1.350707, 1.017391, -1.342716], [0.149161, 1.421343, 0.866363], [1.362803, 1.039160, -0.286580], [-1.082985, -0.663207, -0.234161], [0.926806, -0.790791, 1.771277], [1.810682, -1.515368, 0.452720], [-0.373647, -3.287013, 0.585210], [0.948259, -3.401593, 1.572061], [-1.584069, -1.790036, 2.192950], [-0.689138, -2.552154, 3.289792], [-4.334173, -2.848027, -0.687261], [-4.562588, -2.163990, -1.174289], [-3.945104, -3.543244, -1.312954], [-3.241202, 0.949626, 2.605568], [-4.111422, 1.379274, 2.535539], [-3.053969, 0.529306, 1.807691], [-1.096566, 2.300112, 3.359468], [-1.631991, 1.730572, 2.982231], [-1.520159, 3.077546, 3.831779], [3.246537, 0.240980, 1.726435], [2.616417, 0.356840, 2.591970], [4.093447, 0.431268, 2.022659], [1.238300, 1.277132, 3.694649], [1.705205, 2.039677, 3.753165], [0.301496, 1.392832, 3.788679], [0.799423, -1.691046, -2.674089], [0.966638, -0.900482, -3.160610], [0.305618, -1.420470, -1.876032], [3.882523, -1.416491, -0.812416], [4.124959, -1.296674, 0.152726], [3.130167, -2.054698, -0.827700], [2.820178, 0.316024, -2.809256], [2.191059, 0.391720, -2.019801], [3.583483, 0.050987, -2.224265], [-1.050633, 0.192947, -4.178295], [-1.491898, 1.037859, -4.301176], [-0.679357, -0.055584, -5.047072], [-3.013618, -0.574546, 0.574927], [-2.418479, -0.664365, 1.296782], [-3.668748, -1.447848, 0.635212], [1.979088, -3.362275, -1.039367], [2.080019, -3.400900, -1.976008], [1.512769, -2.564986, -1.089379]], "atomic_forces_ev_per_a": [[-0.583, 0.923, 0.002], [4.801, -2.747, 1.619], [2.612, 0.612, -1.371], [-1.404, -0.913, 0.517], [-1.935, 2.118, -1.050], [1.639, -0.643, -1.184], [1.284, -1.082, -3.233], [0.293, -0.683, 2.901], [-0.800, 0.433, 1.261], [0.535, -0.288, 0.299], [-0.366, -0.671, -1.070], [-1.878, 0.744, -0.579], [-0.867, 1.109, -1.367], [-2.505, 0.699, 2.097], [-1.237, -0.961, -0.654], [-0.207, -0.691, -0.700], [1.381, -0.245, 0.045], [2.537, -0.428, 1.027], [-0.015, 0.682, 1.005], [-2.332, -0.020, 1.218], [0.417, 0.736, -0.512], [-1.188, 0.838, 1.154], [-0.100, 0.374, -0.242], [-0.196, 0.040, -0.506], [2.433, -6.553, 2.561], [-1.717, 5.047, -3.972], [-0.796, 1.656, 1.453], [-0.920, 1.714, 3.017], [0.644, -0.376, -0.138], [-0.627, -0.485, -2.354], [4.597, 6.267, 3.976], [-5.285, -3.760, -2.569], [0.314, -2.058, -1.222], [-4.461, -0.242, 2.089], [1.955, -0.264, -2.937], [2.520, 0.654, 0.974], [0.071, -4.867, -0.322], [1.540, 3.765, 0.320], [-0.776, 0.943, 0.019], [-0.515, -1.225, 0.397], [0.274, 0.877, -0.473], [-0.097, 0.453, -0.174], [0.396, 0.226, 1.590], [-0.676, -0.184, -1.705], [1.017, 0.120, 0.085], [-0.223, 0.278, 2.862], [0.794, -0.040, -1.798], [-0.504, -0.107, -1.121], [0.244, -0.324, -0.574], [0.077, 0.051, -0.148], [-0.357, 0.269, 0.600], [-3.225, -3.106, -1.266], [1.008, -0.929, 0.581], [2.636, 2.924, -0.313], [1.006, -1.731, 0.835], [0.499, -0.884, -1.474], [-1.731, 1.952, 0.522]], "fmax_ha_per_bohr": 0.16979, "lumo_energy_ev": 0.11, "relative_energy_kcal_mol": 153.5}

One value per record, in order, for E_HOMO: -9.2; -8.7 eV.
One value per record, in order, for calculated total energy: -1283.61657; -1188.37742 Ha.
One value per record, in order, for orbital gap: 9.02; 8.76 eV.